6 unconnected molecules or ions with the total composition C5H22N10O6 in a non-equilibrium geometry, computed with ωB97M-V/def2-TZVPD.

Each line ends with the Löwdin charge.
Element x y z (Å)
N (30.55208, 28.45997, -8.33832)  0.15
C (30.19963, 27.74638, -7.33524)  -0.87
N (30.77414, 26.64127, -7.47662)  0.17
O (29.65470, 28.22460, -6.38305)  0.06
H (31.07380, 28.18284, -9.15752)  0.12
H (30.27083, 29.42303, -8.22206)  0.12
H (30.58661, 26.00513, -6.71488)  0.13
H (31.19533, 26.37292, -8.35452)  0.12
N (35.03258, 21.21144, -16.08013)  0.13
C (33.94097, 20.50697, -15.76905)  -0.70
N (34.29725, 19.46076, -15.03545)  0.15
O (32.77086, 20.94060, -15.88187)  -0.01
H (34.92130, 22.13004, -16.48497)  0.11
H (35.93513, 20.77187, -16.19100)  0.10
H (35.26970, 19.21802, -15.15999)  0.10
H (33.72209, 18.78371, -14.55491)  0.12
N (27.62588, 25.28904, -14.60784)  0.14
C (26.69463, 24.34568, -14.46717)  -0.90
N (27.09940, 23.19673, -14.30277)  0.20
O (25.61615, 24.75644, -14.51416)  0.09
H (27.28689, 26.20396, -14.86883)  0.11
H (28.55601, 25.24740, -14.21641)  0.10
H (28.02052, 22.96404, -14.64558)  0.13
H (26.39081, 22.48706, -14.18297)  0.14
N (27.92285, 17.44296, -11.41164)  0.15
C (29.18648, 17.31394, -11.56948)  -0.78
N (29.76264, 17.99647, -10.63846)  0.16
O (29.62851, 16.50712, -12.40511)  0.01
H (27.67282, 17.97488, -10.59027)  0.11
H (27.23787, 17.06218, -12.04875)  0.13
H (29.22901, 18.49661, -9.94189)  0.11
H (30.72425, 17.81096, -10.39148)  0.12
N (39.31598, 26.10531, -14.13602)  0.16
C (38.32060, 26.92782, -14.33852)  -0.77
N (38.29904, 27.16940, -15.61338)  0.13
O (37.41059, 27.32557, -13.60867)  0.02
H (39.86199, 25.95937, -14.97308)  0.11
H (39.43092, 25.82961, -13.17120)  0.13
H (37.55484, 27.69471, -16.04965)  0.12
H (39.00693, 26.81641, -16.24138)  0.10
O (32.33431, 23.90013, -11.59283)  -0.06
H (33.07339, 23.79473, -12.19190)  0.03
H (32.00132, 23.01203, -11.46392)  0.03

electronic energy: -1202.7325 hartree
SMILES string: NC(N)=O.NC(N)=O.NC(N)=O.NC(N)=O.NC(N)=O.O
LUMO: 0.0 eV
spin multiplicity: 1
HOMO-LUMO gap: 9.30 eV
total charge: 0